Here is a structure of composition C30H25CoN3O7PS2SbSe4 in a non-equilibrium geometry from the Open Molecules 2025 dataset. Energies are from ωB97M-V with the def2-TZVPD basis set.

Element x y z (Å)
Co 0.32 0.22 -0.83
S -1.03 -6.04 2.26
C 0.42 -6.92 2.51
C 1.50 -6.26 2.02
C 1.18 -5.03 1.44
C -0.17 -4.75 1.48
C -0.87 -3.57 1.05
C -0.23 -2.58 0.30
N -0.77 -1.42 -0.03
C -2.04 -1.18 0.38
C -2.83 -2.15 1.04
C -4.18 -1.84 1.35
C -4.72 -0.63 1.04
C -3.94 0.39 0.40
C -4.45 1.64 0.05
C -3.62 2.56 -0.60
C -2.29 2.17 -0.82
N -1.79 1.01 -0.49
C -2.60 0.09 0.10
C -4.07 3.84 -1.07
C -5.35 4.36 -1.05
C -5.44 5.62 -1.67
C -4.24 6.06 -2.15
S -2.98 4.96 -1.84
C -2.21 -3.35 1.38
H 0.37 -7.87 3.00
H 2.51 -6.64 2.09
H 1.92 -4.37 1.02
H 0.78 -2.76 -0.05
H -4.78 -2.60 1.83
H -5.75 -0.41 1.27
H -5.48 1.88 0.26
H -1.63 2.87 -1.33
H -6.20 3.86 -0.63
H -6.36 6.17 -1.76
H -4.03 6.96 -2.69
H -2.77 -4.12 1.90
O 1.74 -0.92 -1.83
C 2.51 -1.84 -1.51
C 3.19 -1.95 -0.27
C 4.21 -2.88 -0.10
C 4.93 -2.93 1.08
C 4.64 -2.03 2.13
C 3.60 -1.15 2.02
C 2.80 -1.09 0.83
O 1.77 -0.36 0.77
N 5.97 -3.87 1.24
O 6.62 -3.85 2.27
O 6.16 -4.68 0.34
H 2.68 -2.63 -2.26
H 4.46 -3.56 -0.91
H 5.25 -2.06 3.02
H 3.34 -0.48 2.82
Se 2.05 4.10 -4.94
Sb 0.20 2.51 -4.71
Se 0.33 1.34 -2.48
Se 0.25 0.92 -6.57
Se -1.86 3.80 -5.04
C 0.56 4.45 -0.88
O 0.38 3.50 0.15
P 1.16 2.06 0.21
O 1.44 2.06 1.79
C 0.45 1.71 2.71
O 2.64 2.49 -0.18
C 3.34 2.13 -1.36
H 1.52 4.96 -0.76
H -0.26 5.17 -0.81
H 0.54 3.97 -1.87
H 0.96 1.54 3.66
H -0.08 0.79 2.43
H -0.28 2.51 2.83
H 4.40 2.24 -1.14
H 3.06 2.78 -2.19
H 3.15 1.09 -1.64

As for the multiplicity: 5. Its net charge is -1. The highest occupied orbital energy (alpha / beta) is -4.31 / -4.24 eV. As for the total energy: -386828.3797 eV. For the LUMO energy (alpha / beta), the calculation gives 0.68 / 0.61 eV. Its expectation value of S² is 6.0469.

Here is a cluster of 5 separate species, C30H25FN4O13P2S in total in a non-equilibrium geometry from the Open Molecules 2025 dataset. Energies are from ωB97M-V with the def2-TZVPD basis set.

Element x y z (Å)
O 7.15 -2.56 2.66
C 6.35 -1.87 2.12
C 4.93 -2.36 1.76
C 4.19 -1.54 1.02
P 2.34 -1.67 0.86
P 1.70 -0.05 2.22
O 0.30 -0.16 2.62
O 1.91 1.45 1.52
O 2.70 -0.03 3.55
C 5.00 -0.46 0.26
O 5.02 -0.47 -0.92
C 5.91 0.39 1.14
S 6.05 2.15 0.87
C 6.54 -0.32 2.08
F 7.35 0.33 2.91
H 4.47 -3.23 2.26
H 1.91 -1.24 -0.41
H 2.84 1.45 1.24
H 3.55 0.39 3.31
H 5.37 2.75 1.89
O 2.06 -2.76 3.36
N 2.64 -3.02 4.40
O 3.85 -3.00 4.55
C 1.82 -3.37 5.56
C 0.44 -3.42 5.42
C -0.34 -3.78 6.51
C 0.26 -4.07 7.72
C 1.64 -4.00 7.86
C 2.43 -3.65 6.77
H -0.04 -3.20 4.47
H -1.42 -3.83 6.40
H -0.35 -4.35 8.57
H 2.10 -4.23 8.81
H 3.50 -3.60 6.88
O 0.50 1.32 -2.98
N 0.26 1.36 -1.78
O 1.00 0.94 -0.92
C -1.01 1.95 -1.35
C -1.91 2.41 -2.31
C -3.12 2.95 -1.90
C -3.42 3.02 -0.54
C -2.51 2.56 0.40
C -1.30 2.03 0.00
H -1.68 2.36 -3.36
H -3.83 3.30 -2.63
H -4.37 3.43 -0.22
H -2.75 2.62 1.46
H -0.60 1.67 0.74
O -5.81 3.53 -6.26
N -4.87 3.93 -5.60
O -4.03 3.21 -5.09
C -4.74 5.37 -5.40
C -5.70 6.22 -5.93
C -5.58 7.59 -5.72
C -4.52 8.09 -4.99
C -3.56 7.23 -4.47
C -3.67 5.87 -4.67
H -6.53 5.84 -6.51
H -6.33 8.26 -6.13
H -4.44 9.16 -4.82
H -2.73 7.63 -3.90
H -2.92 5.20 -4.26
O -0.82 -1.47 -1.29
N -0.64 -2.58 -0.82
O -0.27 -2.80 0.32
C -0.88 -3.73 -1.70
C -1.26 -3.52 -3.01
C -1.47 -4.61 -3.85
C -1.29 -5.90 -3.36
C -0.91 -6.10 -2.04
C -0.70 -5.02 -1.20
H -1.40 -2.52 -3.40
H -1.76 -4.45 -4.88
H -1.44 -6.74 -4.02
H -0.78 -7.11 -1.67
H -0.41 -5.18 -0.18

As for the multiplicity: 1. The highest occupied orbital energy is -8.68 eV. As for the total energy: -96212.1674 eV. For the LUMO energy, the calculation gives -1.05 eV. As for the SMILES: O=C1C=C(PP(=O)(O)O)C(=O)C(S)=C1F.O=[N+]([O-])c1ccccc1.O=[N+]([O-])c1ccccc1.O=[N+]([O-])c1ccccc1.O=[N+]([O-])c1ccccc1.

Here is a structure of composition C30H25GeN3NiO5 from the Open Molecules 2025 dataset. Energies are from ωB97M-V with the def2-TZVPD basis set.

Element x y z (Å)
Ni -0.68 -1.08 0.77
O -1.60 -1.25 2.45
C -1.50 -0.42 3.37
C -0.81 0.83 3.33
C -0.90 1.65 4.48
C -0.33 2.89 4.47
C 0.35 3.38 3.35
C 0.46 2.61 2.22
C -0.10 1.31 2.18
O 0.06 0.62 1.10
N -0.43 3.73 5.67
O 0.07 4.84 5.61
O -1.03 3.28 6.62
H -2.01 -0.67 4.30
H -1.43 1.31 5.36
H 0.78 4.37 3.39
H 0.96 2.97 1.34
N 4.76 -0.34 0.88
C 4.68 -1.67 0.66
O 5.62 -2.35 0.29
C 3.33 -2.32 0.87
C 3.28 -3.70 0.98
C 2.05 -4.33 1.13
C 0.91 -3.55 1.14
N 0.95 -2.22 1.01
C 2.14 -1.61 0.89
H 5.67 0.08 0.79
H 4.04 0.18 1.35
H 4.21 -4.26 0.94
H 1.97 -5.40 1.23
H -0.07 -3.99 1.24
H 2.09 -0.54 0.75
C -0.98 -3.37 -2.21
Ge -1.32 -1.53 -1.64
C -3.04 -0.90 -2.26
C -4.09 -0.57 -1.41
C -5.30 -0.11 -1.91
C -5.47 0.03 -3.28
C -4.43 -0.30 -4.15
C -3.23 -0.76 -3.64
C 0.25 -0.41 -1.90
C 1.44 -1.07 -2.09
C 2.66 -0.38 -2.25
C 2.67 0.98 -2.17
C 1.48 1.71 -1.94
C 1.50 3.12 -1.84
C 0.35 3.82 -1.61
C -0.87 3.14 -1.48
C -0.92 1.78 -1.58
C 0.25 1.02 -1.81
H -0.89 -3.35 -3.30
H -1.82 -4.01 -1.94
H -0.07 -3.80 -1.79
H -3.98 -0.67 -0.33
H -6.10 0.14 -1.24
H -6.41 0.39 -3.68
H -4.56 -0.20 -5.21
H -2.43 -1.00 -4.33
H 1.46 -2.16 -2.13
H 3.57 -0.93 -2.43
H 3.60 1.52 -2.27
H 2.45 3.64 -1.96
H 0.38 4.90 -1.54
H -1.78 3.70 -1.31
H -1.88 1.27 -1.49

As for the multiplicity: 4. The relative energy (zero: lowest compared OMol25 entry of this formula, charge and spin) is 0.019 eV. Its net charge is +1. The highest occupied orbital energy (alpha / beta) is -10.94 / -11.38 eV. As for the total energy: -143774.6028 eV. For the LUMO energy (alpha / beta), the calculation gives -3.48 / -5.31 eV. Its expectation value of S² is 3.7668.

Here is a structure of composition C30H25I2N7O9Rh from the Open Molecules 2025 dataset. Energies are from ωB97M-V with the def2-TZVPD basis set.

Element x y z (Å)
Rh 0.49 0.46 -0.57
I 6.09 1.99 4.17
C 4.51 1.02 3.26
C 4.65 -0.33 2.91
C 3.61 -0.95 2.27
I 3.76 -2.93 1.69
C 2.39 -0.23 1.90
O 1.54 -0.79 1.17
C 2.26 1.13 2.39
C 1.00 1.96 2.26
N -0.08 1.38 1.46
C -1.19 2.33 1.27
C -2.20 1.77 0.30
C -3.54 2.15 0.34
C -4.40 1.66 -0.63
C -3.90 0.80 -1.60
C -2.56 0.46 -1.56
N -1.74 0.94 -0.63
C 3.32 1.72 3.03
H 5.56 -0.87 3.12
H 1.26 2.93 1.82
H 0.64 2.18 3.28
H -0.43 0.55 1.93
H -0.76 3.25 0.85
H -1.67 2.60 2.21
H -3.89 2.82 1.11
H -5.44 1.95 -0.63
H -4.54 0.41 -2.38
H -2.12 -0.21 -2.29
H 3.24 2.75 3.35
O 1.17 7.70 0.07
N 0.29 7.29 -0.66
O -0.65 7.94 -1.07
C 0.36 5.88 -1.07
C 1.40 5.11 -0.64
C 1.44 3.76 -0.99
C 0.46 3.14 -1.83
O 0.46 1.92 -2.18
C -0.58 4.04 -2.23
C -0.66 5.35 -1.86
N -1.69 3.49 -3.04
O -1.41 2.84 -4.01
O -2.81 3.75 -2.65
N 2.53 2.99 -0.43
O 2.46 1.75 -0.45
O 3.46 3.57 0.08
H 2.18 5.53 -0.02
H -1.50 5.96 -2.15
C -0.85 -5.73 1.04
N -1.16 -4.36 0.66
N -0.44 -3.70 -0.31
C -0.68 -2.36 -0.22
O -0.20 -1.55 -1.06
C -1.55 -2.19 0.89
C -1.80 -3.44 1.40
C -2.60 -3.83 2.59
C 0.16 -4.39 -1.40
C -0.56 -5.34 -2.10
C 0.04 -6.00 -3.16
C 1.34 -5.69 -3.53
C 2.04 -4.72 -2.84
C 1.46 -4.07 -1.76
H 0.14 -5.99 0.67
H -1.57 -6.43 0.61
H -0.86 -5.82 2.12
H -1.99 -1.26 1.22
H -3.16 -2.97 2.96
H -1.96 -4.18 3.40
H -3.31 -4.62 2.35
H -1.59 -5.56 -1.83
H -0.52 -6.75 -3.71
H 1.80 -6.20 -4.37
H 3.05 -4.46 -3.13
H 2.00 -3.31 -1.20

As for the multiplicity: 5. The relative energy (zero: lowest compared OMol25 entry of this formula, charge and spin) is 0.000 eV. Its net charge is +1. The highest occupied orbital energy (alpha / beta) is -11.05 / -11.22 eV. As for the total energy: -79567.9185 eV. For the LUMO energy (alpha / beta), the calculation gives -3.36 / -5.38 eV. Its expectation value of S² is 6.0400.